Record 1
{"formula": "C39H70ClFIN4O6", "method": "ωB97M-V/def2-TZVPD", "species": ["C", "C", "C", "O", "C", "C", "C", "C", "N", "F", "C", "C", "C", "C", "C", "N", "C", "C", "C", "O", "C", "C", "C", "C", "C", "C", "C", "C", "C", "C", "C", "C", "Cl", "O", "C", "I", "C", "C", "C", "O", "H", "H", "H", "H", "H", "H", "H", "H", "H", "H", "H", "H", "H", "H", "H", "H", "H", "H", "H", "H", "H", "H", "H", "H", "H", "H", "H", "H", "H", "H", "H", "H", "H", "H", "H", "H", "H", "H", "H", "H", "H", "H", "H", "H", "H", "H", "H", "H", "C", "C", "C", "O", "C", "N", "H", "H", "H", "H", "H", "H", "H", "H", "H", "H", "H", "C", "C", "C", "O", "C", "N", "H", "H", "H", "H", "H", "H", "H", "H", "H", "H", "H"], "xyz": [[3.72, -0.21, 1.15], [2.63, 0.14, 1.51], [1.27, 0.57, 1.83], [1.28, 1.22, 3.05], [1.85, 0.51, 4.17], [3.19, 1.07, 4.64], [3.49, 2.49, 4.17], [4.68, 3.05, 4.96], [0.38, -0.70, 1.92], [-0.53, -0.54, 2.93], [-0.29, -1.17, 0.63], [-0.06, -2.69, 0.58], [1.38, -3.16, 0.25], [1.73, -4.47, 0.96], [1.75, -4.39, 2.50], [3.06, -4.52, 3.13], [3.90, -3.34, 2.97], [3.66, -5.77, 2.87], [5.05, -5.79, 2.27], [3.07, -6.79, 3.12], [-1.79, -0.86, 0.66], [-2.71, -1.88, 1.34], [-4.09, -1.26, 1.50], [-4.58, -0.90, 2.74], [-5.85, -0.35, 2.82], [-6.61, -0.16, 1.70], [-6.12, -0.51, 0.45], [-4.86, -1.07, 0.36], [0.38, -0.43, -0.53], [-0.15, -0.85, -1.90], [0.94, -1.24, -2.92], [1.46, -0.06, -3.74], [2.74, 0.80, -2.83], [0.12, 0.96, -0.35], [0.72, 1.59, 0.76], [-0.90, 2.74, 1.68], [1.79, 2.54, 0.25], [2.33, 3.59, 1.23], [2.07, 5.02, 0.72], [2.11, 5.97, 1.78], [4.70, -0.47, 0.81], [1.93, -0.57, 3.98], [1.12, 0.60, 4.97], [4.00, 0.43, 4.29], [3.22, 1.05, 5.73], [3.82, 2.44, 3.13], [2.63, 3.15, 4.26], [4.39, 3.31, 5.98], [5.14, 3.89, 4.45], [5.45, 2.28, 5.02], [0.99, -1.47, 2.23], [-0.73, -3.12, -0.16], [-0.31, -3.10, 1.56], [1.42, -3.36, -0.83], [2.14, -2.41, 0.44], [2.68, -4.84, 0.56], [0.98, -5.21, 0.67], [1.31, -3.44, 2.83], [1.11, -5.16, 2.91], [3.34, -2.48, 3.34], [4.19, -3.13, 1.94], [4.77, -3.42, 3.61], [5.14, -5.12, 1.41], [5.26, -6.81, 1.96], [5.78, -5.50, 3.02], [-2.13, -0.77, -0.37], [-1.97, 0.12, 1.09], [-2.34, -2.16, 2.32], [-2.84, -2.77, 0.72], [-4.00, -1.06, 3.63], [-6.27, -0.07, 3.78], [-7.61, 0.26, 1.74], [-6.72, -0.38, -0.44], [-4.48, -1.37, -0.61], [1.46, -0.59, -0.55], [-0.69, 0.02, -2.27], [-0.88, -1.65, -1.82], [0.47, -1.92, -3.63], [1.77, -1.74, -2.43], [1.88, -0.45, -4.66], [0.65, 0.62, -3.97], [1.30, 3.06, -0.57], [2.59, 1.98, -0.21], [1.88, 3.54, 2.21], [3.41, 3.48, 1.32], [1.09, 5.06, 0.24], [2.82, 5.32, -0.01], [1.29, 5.86, 2.27], [-5.82, 5.86, 1.01], [-5.70, 4.79, 2.09], [-6.12, 3.38, 1.62], [-7.51, 3.18, 1.52], [-8.10, 3.66, 0.32], [-6.44, 5.23, 3.27], [-6.85, 6.17, 0.86], [-5.25, 6.74, 1.30], [-5.43, 5.51, 0.05], [-4.64, 4.72, 2.36], [-5.78, 2.67, 2.37], [-5.62, 3.11, 0.68], [-7.43, 3.55, -0.53], [-8.40, 4.71, 0.41], [-9.00, 3.07, 0.14], [-6.26, 4.58, 4.04], [-7.43, 5.13, 3.08], [3.01, -1.63, -9.89], [2.16, -0.63, -9.11], [2.11, -0.91, -7.60], [1.29, -1.99, -7.20], [1.86, -3.27, -7.34], [0.83, -0.57, -9.71], [2.49, -2.57, -10.04], [3.24, -1.23, -10.87], [3.96, -1.83, -9.38], [2.62, 0.35, -9.22], [1.69, -0.03, -7.11], [3.13, -1.05, -7.19], [2.94, -3.25, -7.13], [1.69, -3.69, -8.33], [1.38, -3.93, -6.61], [0.29, 0.17, -9.28], [0.33, -1.42, -9.46]], "lowdin_charge": [0.217, -0.033, -0.394, -0.147, -0.145, -0.168, -0.252, -0.090, 0.122, 0.096, -0.280, -0.099, -0.169, -0.142, -0.163, -0.110, -0.072, -0.494, 0.005, 0.103, -0.105, -0.132, -0.242, -0.035, -0.080, -0.089, -0.064, -0.047, -0.262, -0.102, -0.241, -0.541, 0.612, -0.128, -0.665, 1.113, -0.199, -0.199, -0.263, -0.059, 0.076, 0.106, 0.137, 0.109, 0.122, 0.083, 0.113, 0.078, 0.075, 0.075, 0.158, 0.133, 0.118, 0.113, 0.092, 0.118, 0.124, 0.099, 0.126, 0.067, 0.078, 0.097, 0.075, 0.091, 0.092, 0.123, 0.064, 0.111, 0.122, 0.113, 0.111, 0.109, 0.109, 0.115, 0.117, 0.136, 0.116, 0.120, 0.094, 0.055, 0.083, 0.120, 0.083, 0.056, 0.113, 0.102, 0.127, 0.084, -0.068, -0.435, -0.219, -0.197, -0.100, 0.043, 0.067, 0.077, 0.077, 0.128, 0.110, 0.120, 0.091, 0.077, 0.088, 0.072, 0.073, -0.067, -0.433, -0.224, -0.202, -0.103, 0.043, 0.067, 0.079, 0.079, 0.137, 0.113, 0.120, 0.091, 0.079, 0.084, 0.072, 0.071], "total_energy_ha": -3055.79298, "homo_ev": -10.7, "spin_multiplicity": 1, "charge": 1}


Record 2
{"formula": "C8H6Cl8CuF12MgNaO12S4", "method": "ωB97M-V/def2-TZVPD", "species": ["Na", "Cu", "Mg", "C", "F", "F", "F", "S", "O", "O", "O", "C", "F", "F", "F", "S", "O", "O", "O", "C", "F", "F", "F", "S", "O", "O", "O", "C", "F", "F", "F", "S", "O", "O", "O", "Cl", "C", "C", "Cl", "H", "H", "H", "H", "C", "Cl", "Cl", "Cl", "H", "C", "Cl", "Cl", "Cl", "H"], "xyz": [[-4.58, 0.10, -0.79], [-0.31, -2.30, -3.43], [-1.18, -2.77, 1.26], [0.32, 1.44, -0.15], [0.06, 2.33, -1.03], [1.62, 1.21, -0.22], [-0.14, 1.78, 0.99], [-0.77, -0.15, -0.71], [-0.63, -1.20, 0.35], [-2.15, 0.36, -0.71], [-0.27, -0.74, -1.96], [-3.83, -4.87, -1.59], [-4.85, -5.12, -0.77], [-2.88, -5.76, -1.30], [-4.32, -4.98, -2.82], [-3.07, -3.10, -1.30], [-2.54, -3.08, 0.08], [-2.06, -2.94, -2.33], [-4.14, -2.06, -1.38], [2.73, -3.31, 0.00], [3.18, -3.90, 1.11], [2.56, -2.04, 0.14], [3.60, -3.37, -0.96], [1.02, -4.12, -0.63], [1.35, -5.48, -1.05], [0.06, -3.93, 0.48], [0.60, -3.38, -1.79], [-3.37, 0.36, 3.68], [-2.69, 1.23, 2.95], [-2.55, 0.08, 4.74], [-4.54, 0.90, 4.00], [-3.61, -1.24, 2.67], [-4.53, -2.20, 3.33], [-4.27, -0.74, 1.44], [-2.29, -1.80, 2.34], [2.36, 6.20, 1.57], [2.61, 4.63, 0.84], [2.94, 3.57, 1.94], [1.66, 3.55, 3.34], [3.32, 4.76, 0.01], [1.71, 4.21, 0.40], [3.92, 3.72, 2.39], [2.95, 2.57, 1.50], [5.30, 0.49, 0.31], [5.28, 0.07, -1.43], [6.40, 1.74, 0.72], [5.74, -1.09, 1.21], [4.27, 0.75, 0.58], [-0.08, 5.89, -3.67], [0.54, 4.93, -2.31], [1.07, 6.10, -4.94], [-0.63, 7.46, -3.08], [-0.91, 5.28, -4.03]], "mulliken_spin": [0.000, 0.428, 0.004, 0.009, 0.001, 0.002, 0.002, -0.005, -0.004, 0.005, 0.035, 0.000, 0.000, 0.000, 0.000, -0.007, 0.001, 0.008, 0.003, 0.001, 0.001, 0.003, 0.000, -0.046, 0.244, 0.028, 0.290, 0.000, 0.000, 0.000, 0.000, 0.000, 0.000, 0.000, 0.000, 0.000, 0.000, 0.000, 0.000, 0.000, 0.000, 0.000, 0.000, 0.000, 0.000, 0.000, 0.000, 0.000, 0.000, 0.000, 0.000, 0.000, 0.000], "total_energy_ha": -9686.69674, "homo_ev": [-12.5, -12.5], "spin_multiplicity": 2, "charge": 1}


Record 3
{"formula": "C3H4N4O", "method": "ωB97M-V/def2-TZVPD", "species": ["N", "N", "C", "N", "C", "C", "O", "N", "H", "H", "H", "H"], "xyz": [[0.76, 1.70, -1.15], [1.46, 0.98, -0.11], [0.62, 0.09, 0.42], [0.92, -1.00, 1.00], [0.00, -1.79, 1.10], [-1.20, -1.14, 0.46], [-2.35, -1.52, -0.01], [-0.60, 0.04, 0.08], [1.31, 2.50, -1.86], [-0.04, 2.22, -0.68], [0.00, -2.72, 1.56], [-0.89, 0.62, -0.81]], "lowdin_charge": [-0.088, 0.073, -0.566, 0.151, 0.007, -0.288, 0.006, 0.127, 0.185, 0.089, 0.108, 0.196], "total_energy_ha": -410.84418, "homo_ev": -9.1, "smiles": "N/N=C1/N=CC(=O)N1", "relative_energy_kcal_mol": 99.8, "spin_multiplicity": 1}


Record 4
{"formula": "C7H17ClFeI2N2OPS", "method": "ωB97M-V/def2-TZVPD", "species": ["I", "I", "Fe", "P", "C", "C", "H", "H", "H", "C", "H", "H", "H", "H", "H", "H", "C", "O", "Cl", "C", "N", "C", "S", "N", "C", "H", "H", "H", "H", "H", "H", "H", "H"], "xyz": [[3.89, 0.31, -1.40], [3.34, -1.83, 0.43], [-1.10, 1.19, -0.49], [0.15, -0.67, -1.55], [1.19, -1.78, -2.54], [-1.02, -1.97, -1.05], [-1.71, 0.56, -2.65], [-0.90, -0.70, -3.65], [-0.10, 0.86, -3.39], [-0.75, 0.11, -2.94], [-1.88, -1.55, -0.53], [-1.31, -2.51, -1.94], [0.56, -2.25, -3.28], [1.64, -2.56, -1.90], [-0.47, -2.65, -0.36], [2.00, -1.23, -3.05], [4.56, 0.05, 0.71], [5.23, 0.56, 1.53], [-3.23, 0.71, -0.18], [-2.56, 2.72, 3.85], [-1.84, 2.16, 2.71], [-0.52, 2.11, 2.59], [0.29, 2.23, 1.06], [0.23, 2.03, 3.71], [-0.23, 1.26, 4.89], [-1.94, 3.39, 4.43], [-2.95, 1.92, 4.51], [-3.42, 3.29, 3.48], [-2.37, 2.14, 1.85], [1.24, 2.01, 3.53], [0.65, 0.83, 5.39], [-0.75, 1.91, 5.58], [-0.88, 0.43, 4.59]], "mulliken_spin": [0.476, 0.496, 3.740, 0.021, 0.030, 0.010, -0.007, 0.003, 0.002, 0.009, 0.000, 0.002, 0.000, -0.002, 0.001, -0.002, 0.003, 0.012, 0.132, 0.000, 0.006, -0.005, 0.064, 0.007, 0.000, 0.000, 0.000, 0.000, 0.000, 0.002, 0.000, 0.000, 0.000], "total_energy_ha": -3519.85217, "homo_ev": [-15.2, -15.3], "spin_multiplicity": 6, "charge": 2}


Record 5
{"formula": "C34H29N2O", "method": "ωB97M-V/def2-TZVPD", "species": ["C", "C", "C", "C", "C", "C", "C", "C", "N", "C", "C", "C", "C", "C", "C", "C", "C", "C", "O", "C", "C", "C", "C", "C", "C", "N", "C", "C", "C", "C", "C", "C", "C", "C", "C", "C", "C", "H", "H", "H", "H", "H", "H", "H", "H", "H", "H", "H", "H", "H", "H", "H", "H", "H", "H", "H", "H", "H", "H", "H", "H", "H", "H", "H", "H", "H"], "xyz": [[5.25, 2.11, 2.11], [3.93, 1.55, 1.69], [2.75, 2.05, 2.27], [1.52, 1.59, 1.84], [1.45, 0.61, 0.84], [0.07, 0.25, 0.29], [-0.72, -0.56, 1.29], [-2.09, -0.78, 1.19], [-2.59, -1.22, 2.38], [-3.98, -1.49, 2.66], [-1.55, -1.31, 3.31], [-1.65, -1.60, 4.66], [-0.46, -1.56, 5.41], [0.75, -1.26, 4.78], [0.83, -0.98, 3.41], [-0.34, -0.94, 2.65], [0.12, -0.25, -1.08], [0.88, 0.77, -1.93], [0.44, 1.90, -2.07], [2.18, 0.41, -2.57], [3.04, 1.49, -2.82], [4.39, 1.26, -3.07], [4.87, -0.05, -3.18], [3.97, -1.12, -3.13], [2.62, -0.90, -2.83], [-1.23, -0.39, -1.71], [-1.65, -1.62, -2.11], [-2.92, -1.81, -2.59], [-3.83, -0.73, -2.68], [-5.18, -0.86, -3.08], [-6.00, 0.25, -3.19], [-5.49, 1.55, -2.92], [-4.18, 1.70, -2.52], [-3.34, 0.57, -2.33], [-2.05, 0.68, -1.79], [2.62, 0.00, 0.39], [3.86, 0.53, 0.75], [6.03, 1.87, 1.39], [5.19, 3.20, 2.23], [5.54, 1.70, 3.09], [2.81, 2.82, 3.04], [0.59, 1.98, 2.27], [-0.47, 1.22, 0.25], [-2.76, -0.62, 0.35], [-4.07, -1.81, 3.71], [-4.60, -0.59, 2.52], [-4.37, -2.28, 2.01], [-2.62, -1.85, 5.08], [-0.50, -1.80, 6.47], [1.67, -1.25, 5.37], [1.78, -0.78, 2.93], [0.58, -1.24, -1.11], [2.65, 2.51, -2.74], [5.07, 2.11, -3.16], [5.93, -0.23, -3.35], [4.32, -2.14, -3.31], [1.91, -1.73, -2.77], [-0.92, -2.42, -2.02], [-3.22, -2.81, -2.89], [-5.55, -1.87, -3.31], [-7.05, 0.13, -3.47], [-6.15, 2.41, -3.04], [-3.75, 2.70, -2.33], [-1.64, 1.64, -1.49], [2.57, -0.87, -0.28], [4.76, 0.14, 0.28]], "lowdin_charge": [-0.051, -0.271, -0.020, -0.028, -0.196, -0.199, -0.084, -0.012, -0.102, -0.011, -0.166, -0.012, -0.075, -0.074, -0.022, -0.100, -0.163, -0.266, 0.099, -0.164, -0.002, -0.053, -0.059, -0.062, -0.043, 0.026, -0.003, 0.034, -0.140, -0.003, -0.024, -0.036, 0.007, -0.115, 0.066, -0.031, -0.016, 0.080, 0.085, 0.091, 0.124, 0.137, 0.158, 0.120, 0.078, 0.098, 0.096, 0.103, 0.105, 0.105, 0.103, 0.146, 0.128, 0.114, 0.114, 0.112, 0.111, 0.147, 0.134, 0.126, 0.123, 0.122, 0.131, 0.147, 0.114, 0.121], "total_energy_ha": -1497.56226, "homo_ev": -10.0, "smiles": "Cc1ccc([C@H](c2cn(C)c3ccccc23)[C@H](C(=O)c2ccccc2)[n+]2ccc3ccccc3c2)cc1", "relative_energy_kcal_mol": 0.0, "spin_multiplicity": 1, "charge": 1}